Record 1
{
  "formula": "C19H25N3O4S",
  "method": "the ωB97M-V functional and the def2-TZVPD basis",
  "elements": ["C", "C", "N", "O", "C", "C", "C", "S", "O", "O", "N", "C", "C", "C", "C", "C", "O", "N", "C", "C", "C", "C", "C", "C", "C", "C", "C", "H", "H", "H", "H", "H", "H", "H", "H", "H", "H", "H", "H", "H", "H", "H", "H", "H", "H", "H", "H", "H", "H", "H", "H", "H"],
  "xyz": [[-5.585, 0.003, -2.311], [-5.590, 0.525, -0.928], [-6.268, 1.571, -0.547], [-6.035, 1.754, 0.779], [-5.202, 0.809, 1.228], [-4.803, 0.799, 2.651], [-4.874, -0.011, 0.180], [-3.866, -1.451, 0.142], [-4.592, -2.512, -0.486], [-3.298, -1.664, 1.439], [-2.694, -1.040, -0.973], [-1.616, -0.195, -0.762], [-1.566, 0.617, 0.367], [-0.503, 1.480, 0.550], [0.532, 1.542, -0.374], [1.644, 2.521, -0.170], [1.442, 3.717, -0.073], [2.896, 2.012, -0.119], [3.298, 0.625, 0.016], [4.280, 0.280, -1.111], [4.481, -1.218, -1.318], [4.927, -1.982, -0.071], [3.807, -2.149, 0.958], [3.681, -1.004, 1.968], [3.921, 0.397, 1.402], [0.474, 0.738, -1.508], [-0.589, -0.122, -1.702], [-4.654, 0.277, -2.805], [-6.417, 0.425, -2.868], [-5.656, -1.083, -2.284], [-4.214, -0.093, 2.850], [-5.688, 0.810, 3.285], [-4.217, 1.688, 2.881], [-2.652, -1.658, -1.766], [-2.348, 0.550, 1.103], [-0.467, 2.116, 1.422], [3.625, 2.699, 0.020], [2.395, 0.019, -0.079], [3.904, 0.711, -2.042], [5.242, 0.752, -0.898], [5.232, -1.351, -2.100], [3.550, -1.659, -1.682], [5.252, -2.975, -0.390], [5.788, -1.491, 0.384], [2.862, -2.272, 0.424], [3.971, -3.069, 1.522], [2.681, -1.048, 2.405], [4.395, -1.161, 2.780], [3.495, 1.121, 2.100], [4.993, 0.597, 1.346], [1.258, 0.793, -2.249], [-0.632, -0.742, -2.586]],
  "forces_ev_per_angstrom": [[-0.14, 0.14, -0.16], [0.00, 0.17, 0.38], [-0.30, -0.16, -1.38], [0.50, -0.28, 1.03], [0.32, -0.52, -0.30], [-0.11, 0.16, 0.01], [0.14, -0.07, 0.47], [0.00, 0.21, -0.23], [0.03, 0.12, -0.20], [0.03, 0.27, -0.19], [-0.75, -0.59, 0.29], [0.45, 0.60, 0.35], [0.10, -0.01, -0.04], [0.16, 0.02, -0.15], [-0.24, 0.02, -0.06], [0.10, 0.00, -0.02], [-0.23, 0.25, 0.09], [0.31, 0.07, -0.09], [0.24, 0.02, 0.04], [-0.33, -0.32, -0.09], [0.32, 0.18, 0.12], [-0.26, -0.21, -0.16], [0.19, 0.03, 0.16], [0.05, -0.01, -0.09], [-0.25, -0.19, 0.07], [-0.06, 0.09, 0.19], [-0.22, -0.12, 0.01], [0.04, -0.01, -0.06], [-0.03, -0.01, -0.08], [-0.05, -0.01, -0.10], [-0.03, 0.06, 0.06], [-0.03, -0.02, 0.06], [0.05, 0.04, 0.03], [-0.17, -0.19, -0.01], [0.02, 0.10, 0.13], [-0.02, 0.08, 0.08], [-0.16, 0.08, -0.03], [0.11, 0.02, 0.01], [0.02, 0.06, 0.02], [0.04, 0.09, 0.01], [-0.06, -0.03, -0.06], [-0.03, -0.05, -0.06], [0.08, 0.03, 0.04], [0.16, 0.00, 0.03], [-0.05, -0.07, -0.02], [-0.10, -0.03, -0.04], [0.01, 0.02, 0.09], [-0.06, -0.03, 0.06], [0.07, 0.02, -0.04], [0.06, 0.07, 0.00], [0.10, -0.02, -0.07], [0.00, -0.06, -0.12]],
  "mulliken_charge": [-1.176, 0.081, -0.697, -0.145, 0.451, -1.377, 0.843, 1.291, -0.746, -0.636, -0.192, 1.320, -0.037, -1.403, 0.171, -0.111, -0.686, -0.044, 0.441, -1.093, -0.626, -0.769, -0.564, -0.766, -0.977, -0.220, -0.817, 0.222, 0.405, 0.339, 0.307, 0.438, 0.312, 0.264, 0.279, 0.441, 0.290, 0.204, 0.309, 0.380, 0.353, 0.318, 0.357, 0.357, 0.269, 0.398, 0.315, 0.378, 0.382, 0.336, 0.466, 0.366],
  "charge": 0,
  "de_lowest_kcal_mol": 75.5,
  "e_lumo_ev": 0.5,
  "e_homo_ev": -8.872,
  "energy_ha": -1602.405039,
  "largest_force_ev_per_a": 1.43,
  "smiles": "Cc1noc(C)c1S(=O)(=O)Nc1ccc(C(=O)NC2CCCCCC2)cc1",
  "homo_lumo_gap_ev": 9.329
}


Record 2
{
  "formula": "C19H25N3O4S",
  "method": "the ωB97M-V functional and the def2-TZVPD basis",
  "elements": ["C", "H", "O", "C", "C", "C", "C", "C", "C", "H", "H", "C", "N", "C", "C", "O", "C", "H", "H", "H", "C", "H", "H", "S", "O", "C", "C", "O", "N", "C", "H", "C", "N", "C", "H", "H", "H", "C", "C", "H", "H", "H", "H", "H", "H", "H", "H", "H", "H", "H", "H", "H"],
  "xyz": [[6.557, 1.029, 0.013], [7.605, 1.035, 0.309], [6.063, -0.234, 0.389], [4.759, -0.526, 0.140], [3.851, 0.333, -0.474], [2.547, -0.073, -0.679], [2.120, -1.336, -0.277], [3.033, -2.195, 0.339], [4.333, -1.795, 0.543], [5.049, -2.445, 1.019], [2.708, -3.172, 0.659], [0.752, -1.744, -0.487], [-0.216, -1.010, -0.960], [-1.321, -1.817, -0.953], [-0.960, -3.048, -0.478], [0.360, -2.997, -0.187], [-1.722, -4.297, -0.235], [-1.213, -5.141, -0.699], [-1.787, -4.494, 0.835], [-2.724, -4.208, -0.645], [-2.637, -1.310, -1.383], [-2.982, -1.796, -2.299], [-2.591, -0.236, -1.546], [-4.027, -1.614, -0.177], [-4.933, -0.480, -0.398], [-3.192, -1.292, 1.464], [-1.873, -0.549, 1.541], [-0.877, -1.142, 1.924], [-1.861, 0.757, 1.226], [-2.992, 1.600, 0.910], [-3.889, 1.014, 0.713], [-2.699, 2.460, -0.320], [-1.476, 3.216, -0.135], [-1.229, 4.114, -1.240], [-0.326, 4.688, -1.035], [-2.066, 4.805, -1.332], [-1.101, 3.587, -2.198], [-0.373, 2.295, 0.080], [-0.625, 1.501, 1.354], [0.181, 0.788, 1.531], [-0.706, 2.189, 2.204], [0.549, 2.870, 0.189], [-0.259, 1.589, -0.760], [-3.528, 3.157, -0.463], [-2.637, 1.817, -1.217], [-3.176, 2.267, 1.763], [-3.960, -0.797, 2.058], [-3.016, -2.288, 1.870], [1.841, 0.586, -1.159], [4.150, 1.318, -0.797], [6.487, 1.183, -1.068], [6.031, 1.837, 0.531]],
  "forces_ev_per_angstrom": [[0.08, 0.22, -0.07], [-0.08, 0.05, -0.04], [-0.20, -0.30, 0.07], [-0.13, -0.15, 0.02], [0.35, 0.14, 0.06], [-0.21, -0.35, 0.09], [0.51, -0.06, 0.14], [-0.09, 0.18, -0.09], [0.23, 0.17, -0.01], [0.08, -0.08, 0.06], [0.00, -0.10, 0.04], [-0.99, 0.62, -0.45], [0.85, 0.11, 0.10], [0.39, -1.21, 0.21], [-0.89, 0.67, -0.50], [0.31, -0.17, 0.18], [0.46, 0.10, 0.11], [-0.07, -0.11, -0.04], [-0.09, -0.07, 0.08], [-0.06, -0.03, -0.02], [-0.46, -0.38, 0.31], [-0.11, 0.09, 0.02], [-0.11, -0.01, 0.09], [1.24, 0.04, 0.27], [-1.03, 0.65, -0.33], [0.00, -0.44, -0.50], [-0.08, -0.19, 0.22], [0.08, -0.19, 0.21], [0.13, 0.27, -0.13], [-0.39, 0.22, -0.17], [0.09, 0.00, 0.05], [-0.11, -0.05, 0.21], [-0.02, 0.02, 0.01], [-0.02, -0.04, 0.04], [0.04, 0.06, -0.06], [0.00, 0.06, -0.07], [0.01, -0.01, -0.04], [-0.02, 0.00, 0.26], [0.52, -0.07, -0.20], [-0.09, 0.11, 0.03], [0.05, -0.03, -0.02], [0.02, -0.01, 0.00], [0.02, 0.07, 0.04], [-0.01, -0.05, -0.02], [-0.03, 0.05, 0.04], [-0.02, 0.00, -0.06], [-0.16, -0.05, -0.13], [0.06, 0.11, 0.09], [-0.09, 0.10, -0.07], [0.05, 0.07, -0.02], [-0.01, 0.00, 0.05], [0.01, -0.03, -0.03]],
  "mulliken_charge": [-0.822, 0.243, -0.466, 0.987, -0.457, -0.618, -0.144, -0.615, -0.617, 0.435, 0.471, 0.461, -0.254, 0.578, 0.647, -0.419, -1.709, 0.442, 0.311, 0.319, -0.945, 0.532, 0.115, 0.356, -0.612, -1.487, 0.997, -0.668, 0.240, -0.750, 0.420, -0.435, -0.077, -1.069, 0.337, 0.317, 0.363, -0.747, -1.286, 0.527, 0.395, 0.566, 0.412, 0.448, 0.264, 0.266, 0.653, 0.523, 0.509, 0.399, 0.327, 0.335],
  "charge": 0,
  "de_lowest_kcal_mol": 76.1,
  "e_lumo_ev": 0.7,
  "e_homo_ev": -7.821,
  "energy_ha": -1602.404036,
  "largest_force_ev_per_a": 1.29,
  "homo_lumo_gap_ev": 8.482
}


Record 3
{
  "formula": "C19H25N3O5",
  "method": "the ωB97M-V functional and the def2-TZVPD basis",
  "elements": ["C", "C", "O", "C", "C", "C", "C", "C", "N", "O", "C", "C", "C", "C", "O", "N", "C", "C", "C", "C", "C", "O", "N", "C", "C", "O", "C", "H", "H", "H", "H", "H", "H", "H", "H", "H", "H", "H", "H", "H", "H", "H", "H", "H", "H", "H", "H", "H", "H", "H", "H", "H"],
  "xyz": [[3.151, -2.641, -4.379], [2.030, -1.804, -4.988], [0.986, -1.540, -4.072], [1.137, -0.588, -3.104], [2.255, 0.233, -2.988], [2.366, 1.169, -1.980], [1.343, 1.309, -1.048], [1.463, 2.286, 0.012], [2.548, 2.980, 0.244], [2.249, 3.766, 1.314], [0.984, 3.489, 1.660], [0.374, 4.212, 2.800], [-1.003, 3.668, 3.185], [-0.878, 2.297, 3.850], [-0.741, 2.165, 5.050], [-0.913, 1.274, 2.982], [-0.854, -0.110, 3.372], [-2.137, -0.834, 2.931], [-2.053, -2.352, 3.151], [-1.669, -2.867, 1.764], [-2.398, -1.872, 0.867], [-2.322, -0.625, 1.535], [0.455, 2.590, 0.890], [0.211, 0.509, -1.159], [0.087, -0.431, -2.173], [-1.068, -1.160, -2.134], [-1.575, -1.783, -3.295], [3.628, -2.116, -3.555], [2.748, -3.577, -4.001], [3.897, -2.859, -5.138], [2.420, -0.872, -5.415], [1.543, -2.368, -5.788], [3.066, 0.143, -3.693], [3.241, 1.793, -1.902], [1.055, 4.149, 3.654], [0.296, 5.268, 2.523], [-1.638, 3.604, 2.302], [-1.453, 4.346, 3.911], [-0.990, 1.458, 1.992], [0.012, -0.586, 2.900], [-0.750, -0.145, 4.459], [-2.987, -0.388, 3.465], [-3.026, -2.746, 3.443], [-1.326, -2.607, 3.919], [-0.592, -2.792, 1.612], [-1.981, -3.894, 1.589], [-3.453, -2.163, 0.752], [-1.948, -1.751, -0.119], [-0.598, 0.600, -0.450], [-2.606, -2.041, -3.051], [-1.564, -1.106, -4.151], [-1.022, -2.690, -3.544]],
  "forces_ev_per_angstrom": [[-0.34, 0.24, -0.01], [0.39, -0.19, -0.21], [-0.22, 0.15, 0.40], [-0.15, -0.02, 0.08], [-0.01, -0.10, -0.15], [-0.20, 0.01, 0.18], [0.08, -0.44, -0.60], [0.38, 0.87, 0.74], [0.29, -0.71, -0.91], [-0.55, 0.31, 0.64], [0.07, -0.30, -0.47], [0.00, 0.15, 0.12], [0.16, -0.07, 0.16], [-0.18, 0.28, -0.39], [0.08, 0.10, 0.48], [-0.20, -0.41, -0.26], [-0.42, -0.15, 0.01], [0.30, 0.10, 0.59], [-0.06, 0.16, -0.16], [-0.11, 0.22, -0.07], [-0.05, -0.39, -0.23], [0.12, 0.25, 0.00], [-0.18, 0.28, 0.15], [0.21, 0.01, -0.13], [0.07, 0.05, -0.05], [0.39, 0.09, 0.19], [-0.28, -0.26, -0.31], [0.09, 0.00, 0.05], [-0.01, -0.09, 0.02], [0.11, -0.03, -0.07], [-0.10, -0.07, 0.01], [0.10, 0.15, 0.05], [0.05, -0.06, -0.08], [0.12, 0.05, -0.04], [-0.02, 0.07, -0.03], [0.05, -0.05, 0.05], [-0.04, 0.06, 0.00], [0.00, -0.10, -0.05], [0.04, 0.13, 0.18], [-0.01, -0.07, 0.07], [0.03, -0.06, -0.11], [0.11, -0.05, -0.06], [0.01, -0.02, 0.05], [0.00, -0.03, 0.09], [0.04, -0.03, -0.04], [0.03, -0.07, -0.02], [0.08, 0.00, -0.02], [-0.09, -0.07, 0.08], [-0.15, 0.00, 0.07], [0.04, 0.03, -0.05], [-0.01, -0.03, 0.03], [-0.09, 0.12, 0.01]],
  "mulliken_charge": [-1.069, -0.532, -0.470, 1.361, -0.250, -1.649, 0.255, 0.123, -0.496, -0.176, 0.459, -0.590, -0.780, 0.529, -0.708, 0.244, -1.160, 0.443, -0.804, -0.670, 0.184, -0.446, -0.309, -0.742, 0.493, -0.429, -0.875, 0.355, 0.314, 0.376, 0.334, 0.385, 0.354, 0.481, 0.326, 0.351, 0.312, 0.389, 0.186, 0.297, 0.379, 0.300, 0.318, 0.361, 0.258, 0.445, 0.308, -0.311, 0.635, 0.313, 0.329, 0.269],
  "charge": 0,
  "de_lowest_kcal_mol": 91.8,
  "e_lumo_ev": 0.7,
  "e_homo_ev": -8.252,
  "energy_ha": -1279.450779,
  "largest_force_ev_per_a": 1.20,
  "smiles": "CCOc1ccc(-c2noc(CCC(=O)NC[C@@H]3CCCO3)n2)cc1OC",
  "homo_lumo_gap_ev": 8.956
}


Record 4
{
  "formula": "C19H25N3PtSSi",
  "method": "the ωB97M-V functional and the def2-TZVPD basis",
  "elements": ["C", "C", "C", "H", "C", "C", "H", "H", "H", "H", "Pt", "C", "H", "H", "H", "Si", "C", "C", "H", "C", "H", "C", "H", "C", "H", "C", "H", "C", "C", "H", "C", "H", "C", "H", "C", "H", "C", "H", "H", "H", "N", "N", "C", "N", "S", "H", "H", "H", "H", "H"],
  "xyz": [[0.630, -1.870, 0.888], [1.679, -1.293, 1.656], [1.161, -0.143, 2.326], [2.701, -1.645, 1.709], [-0.211, -0.009, 1.968], [-0.558, -1.105, 1.115], [-1.549, -1.310, 0.728], [0.718, -2.707, 0.212], [1.736, 0.517, 2.965], [-0.875, 0.784, 2.295], [-0.946, 3.141, -2.945], [0.753, 4.018, -3.162], [1.028, 4.351, -2.152], [0.711, 4.863, -3.848], [1.512, 3.304, -3.479], [2.876, 0.249, -1.522], [3.331, -0.523, -3.088], [3.578, -1.920, -3.026], [3.576, -2.432, -2.057], [3.709, -2.643, -4.209], [3.905, -3.714, -4.154], [3.566, -2.004, -5.450], [3.681, -2.569, -6.375], [3.275, -0.631, -5.513], [3.156, -0.122, -6.481], [3.111, 0.112, -4.332], [2.757, 1.157, -4.345], [3.982, 1.153, -0.389], [5.331, 0.755, -0.481], [5.703, 0.325, -1.412], [6.140, 0.907, 0.636], [7.151, 0.522, 0.608], [5.644, 1.528, 1.795], [6.264, 1.564, 2.702], [4.358, 2.094, 1.795], [4.014, 2.648, 2.671], [3.512, 1.926, 0.699], [2.505, 2.355, 0.680], [0.021, 2.321, -3.956], [1.720, -0.385, -0.997], [-1.228, 1.064, -2.530], [-2.366, 0.875, -1.679], [-2.553, 1.862, -0.782], [-3.570, 1.706, 0.113], [-1.476, 3.160, -0.715], [-1.351, 0.455, -3.338], [-0.380, 0.708, -2.077], [-2.680, -0.086, -1.489], [-3.762, 2.482, 0.740], [-4.359, 1.111, -0.116]],
  "forces_ev_per_angstrom": [[0.24, 0.54, 0.64], [-0.41, 1.35, 0.81], [1.88, -1.91, -0.98], [-0.15, 0.03, 0.02], [-1.68, -1.57, -1.60], [0.00, 2.11, 0.87], [0.14, -0.08, 0.10], [0.01, -0.11, 0.12], [-0.15, -0.12, -0.06], [0.05, -0.23, 0.05], [-1.54, -1.81, -1.19], [3.39, 1.13, 0.48], [-0.05, 0.03, -0.17], [-0.37, 0.01, -0.29], [0.27, 0.50, -0.02], [-0.20, 1.74, -0.41], [-0.26, -0.79, -0.69], [-0.19, 0.61, -0.61], [0.31, 0.16, -0.38], [-0.06, 0.00, -0.08], [-0.06, 0.28, -0.14], [0.13, 0.44, 0.26], [-0.03, 0.12, 0.28], [-0.16, 0.21, 0.12], [0.03, -0.42, 0.47], [0.29, -0.73, 0.12], [0.52, -0.52, -0.16], [-0.16, 0.11, -0.14], [-0.43, 0.26, 0.45], [-0.03, -0.17, 0.36], [0.04, 0.27, 0.36], [0.01, 0.11, 0.09], [-0.06, -0.16, -0.21], [-0.30, 0.13, -0.55], [0.05, 0.07, 0.01], [0.13, -0.14, -0.27], [0.71, -0.61, 0.00], [0.28, -0.29, 0.13], [-0.58, 0.53, 0.10], [-0.87, -0.53, 0.76], [-0.92, -1.53, 0.25], [0.21, 0.07, -0.02], [-2.04, -1.62, 1.42], [1.34, 0.82, -1.30], [0.00, 1.16, 1.02], [-0.19, 0.23, -0.32], [0.45, 0.09, 0.38], [0.23, 0.55, -0.14], [0.02, -0.23, -0.08], [0.18, -0.10, 0.14]],
  "mulliken_charge": [-0.665, -0.296, -0.416, 0.457, -0.484, -0.499, 0.605, 0.464, 0.517, 0.489, 1.081, -0.671, 0.264, 0.358, 0.011, -0.263, 0.786, -0.458, 0.359, -0.582, 0.384, -0.473, 0.396, -0.535, 0.389, -0.295, 0.218, 0.708, -0.584, 0.438, -0.510, 0.414, -0.599, 0.391, -0.373, 0.439, -0.447, 0.455, 0.064, -0.059, -0.621, -0.223, 0.764, -0.390, -0.364, 0.410, 0.102, 0.320, 0.254, 0.268],
  "s_squared": 6.0269,
  "charge": 2,
  "de_lowest_kcal_mol": 51.1,
  "e_lumo_ev": [-7.7, -10.4],
  "e_homo_ev": [-11.281, -13.033],
  "energy_ha": -1709.336508,
  "largest_force_ev_per_a": 3.60,
  "homo_lumo_gap_ev": [3.611, 2.625],
  "multiplicity": 5
}